[1]
This record from the OMol25 dataset describes 4 unconnected molecules or ions with the total composition C3H15NO3. The level of theory is wB97M-V/def2-TZVPD.

```
22
Properties=species:S:1:pos:R:3
C 0.9429 1.1106 0.5247
N 2.0751 0.7237 -0.2943
C 1.8306 -0.2850 -1.2928
C 2.8226 1.8707 -0.8260
H 0.2093 1.7245 0.0213
H 1.2931 1.6542 1.3981
H 0.4301 0.1766 0.7421
H 1.7095 -1.2847 -0.8733
H 1.0251 -0.0443 -1.9947
H 2.7156 -0.3677 -1.9290
H 3.7550 1.5426 -1.2803
H 3.0782 2.5620 -0.0281
H 2.1919 2.2836 -1.6179
H -3.8225 0.1892 -0.5371
H -2.6048 1.0238 -0.8815
O -3.5543 1.0861 -0.7831
H -0.8090 -1.9308 1.7198
H -1.4778 -2.3990 3.0145
O -1.2340 -2.6886 2.1301
H -2.7561 -2.1052 1.0331
H -4.1174 -2.8546 0.8839
O -3.7030 -1.9878 0.8706
```

Output
multiplicity: 2
HOMO (spin up / spin down): -13.75 / -13.75 eV
relative energy (zero: lowest compared OMol25 entry of this formula, charge and spin): 9.88 kcal per mole
charge: +1
LUMO energy (spin up / spin down): -3.4 / -8.2 eV

Löwdin atomic charge list, values in e, 5 entries: number 1, C, carries 0.010; number 2, N, carries -0.098; number 3, C, carries -0.011; number 4, C, carries 0.016; number 5, H, carries 0.127


[2]
This record from the OMol25 dataset describes a molecular structure, C7H17GdO3. The level of theory is wB97M-V/def2-TZVPD.

```
28
Properties=species:S:1:pos:R:3
C -2.0621 -1.9096 0.2749
O -1.1034 -0.8365 0.1845
C -0.4207 -0.7447 -1.0077
C 0.7127 0.2043 -0.9814
O 0.3106 1.3359 -0.1870
C 1.3531 2.2073 0.2601
C 0.7172 3.1800 1.2232
O -0.0728 2.4209 2.1526
C -0.4507 3.1423 3.3295
Gd -1.1092 0.8609 1.3431
H -2.4192 -1.9345 1.3078
H -2.8921 -1.7058 -0.4114
H -1.5604 -2.8478 0.0184
H -0.9400 -1.0865 -1.9016
H 0.4217 -3.9350 -2.8496
H 0.9710 0.5275 -1.9971
H 1.6064 -0.2377 -0.5060
H 1.7888 2.7445 -0.5912
H 2.1293 1.6076 0.7569
H 0.0610 3.8945 0.7073
H 1.4979 3.7265 1.7668
H -1.0825 2.4821 3.9311
H 0.4517 3.4088 3.8918
H -1.0076 4.0447 3.0483
C 0.7053 -4.8993 -3.3229
H 0.1445 -5.0263 -4.2576
H 0.4704 -5.7264 -2.6420
H 1.7792 -4.8979 -3.5409
```

Output
multiplicity: 9
HOMO (spin up / spin down): -20.10 / -19.50 eV
relative energy (zero: lowest compared OMol25 entry of this formula, charge and spin): 0.00 kcal per mole
charge: +3
LUMO energy (spin up / spin down): -12.9 / -17.6 eV

Löwdin atomic charge list, values in e, 5 entries: number 1, C, carries 0.047; number 2, O, carries -0.386; number 3, C, carries 0.001; number 4, C, carries -0.078; number 5, O, carries -0.270


[3]
This record from the OMol25 dataset describes a molecular structure, C58H41MgN4O2Te. The level of theory is wB97M-V/def2-TZVPD.

```
107
Properties=species:S:1:pos:R:3
Mg 0.7442 0.8671 0.3937
C 7.1363 3.1246 -3.1228
C 6.0897 2.3878 -3.6616
C 4.9733 2.0943 -2.8925
C 4.8905 2.5370 -1.5739
C 5.9453 3.2698 -1.0388
C 7.0625 3.5636 -1.8087
C 3.6763 2.2008 -0.7754
C 2.5061 2.8995 -1.0829
C 2.4363 4.0205 -1.9955
C 1.1451 4.4226 -2.0211
C 0.4205 3.5426 -1.1295
N 1.2748 2.6480 -0.5722
C -0.9549 3.6083 -0.8881
C -1.6692 2.7869 -0.0106
C -3.0902 2.8989 0.2352
C -3.4004 1.9550 1.1530
C -2.1697 1.2642 1.4724
C -2.0641 0.2283 2.4060
C -3.3162 -0.1901 3.1021
C -3.9211 -1.4100 2.8043
C -5.0947 -1.7962 3.4353
C -5.6803 -0.9671 4.3822
C -5.0845 0.2473 4.6906
C -3.9132 0.6318 4.0544
C -0.8842 -0.4493 2.7377
N 0.3349 -0.2349 2.1812
C 1.2000 -1.0977 2.7722
C 2.5709 -1.1975 2.4980
C 3.3216 -2.2814 3.1946
C 4.3048 -1.9895 4.1371
C 4.9971 -3.0057 4.7793
C 4.7160 -4.3328 4.4888
C 3.7382 -4.6364 3.5513
C 3.0478 -3.6186 2.9100
C 3.2925 -0.3777 1.6206
C 4.7014 -0.5268 1.3210
C 5.0073 0.4242 0.4089
C 3.7901 1.1594 0.1499
N 2.7775 0.6506 0.8975
C 0.5014 -1.8888 3.7642
C -0.7889 -1.4830 3.7462
N -1.1479 1.7791 0.7386
C -1.7262 4.6516 -1.6286
C -2.0906 5.8448 -1.0103
C -2.8059 6.8122 -1.7012
C -3.1669 6.5992 -3.0240
C -2.8086 5.4136 -3.6499
C -2.0940 4.4478 -2.9560
H 8.0077 3.3535 -3.7240
H 6.1453 2.0351 -4.6842
H 4.1557 1.5051 -3.2920
H 5.8807 3.6111 -0.0125
H 7.8751 4.1383 -1.3811
H 3.2703 4.4409 -2.5344
H 0.7164 5.2358 -2.5847
H -3.7540 3.6058 -0.2363
H -4.3695 1.7341 1.5700
H -3.4725 -2.0588 2.0608
H -5.5516 -2.7436 3.1768
H -6.5968 -1.2653 4.8764
H -5.5331 0.8994 5.4303
H -3.4481 1.5808 4.2923
H 4.5191 -0.9527 4.3658
H 5.7558 -2.7592 5.5121
H 5.2557 -5.1266 4.9902
H 3.5143 -5.6692 3.3146
H 2.2872 -3.8500 2.1742
H 5.3565 -1.2754 1.7356
H 5.9597 0.6034 -0.0631
H 0.9469 -2.6347 4.4023
H -1.6005 -1.8379 4.3605
H -1.8053 6.0066 0.0222
H -3.0802 7.7353 -1.2053
H -3.7248 7.3537 -3.5646
H -3.0874 5.2381 -4.6817
H -1.8120 3.5207 -3.4401
C 1.7926 -2.4758 -1.6631
C 1.4219 -1.0010 -1.5829
O 2.0826 -0.1836 -2.2195
O 0.4292 -0.6946 -0.8104
H 1.7930 -2.7902 -2.7077
H 1.1156 -3.1043 -1.0873
H 2.8093 -2.5871 -1.2815
Te -1.8291 -2.2253 -0.3364
C -3.6210 -3.3884 -0.3109
C -3.6615 -4.6201 0.3371
C -4.8444 -5.3469 0.4155
C -6.0020 -4.8531 -0.1646
C -5.9741 -3.6267 -0.8157
C -4.7959 -2.8980 -0.8790
C -1.5915 -2.4234 -2.4243
C -1.4282 -1.2894 -3.2113
C -1.2360 -1.4139 -4.5800
C -1.2223 -2.6681 -5.1735
C -1.3904 -3.8018 -4.3911
C -1.5641 -3.6797 -3.0196
H -2.7582 -5.0157 0.7868
H -4.8562 -6.3024 0.9266
H -6.9243 -5.4183 -0.1085
H -6.8761 -3.2302 -1.2664
H -4.7863 -1.9323 -1.3711
H -1.4159 -0.3119 -2.7463
H -1.0881 -0.5258 -5.1817
H -1.0713 -2.7620 -6.2419
H -1.3711 -4.7850 -4.8459
H -1.6771 -4.5675 -2.4081
```

Output
HOMO: -4.10 eV
relative energy (zero: lowest compared OMol25 entry of this formula, charge and spin): 0.00 kcal per mole
charge: -1
LUMO energy: 1.6 eV

Löwdin atomic charge list, values in e, 5 entries: number 1, Mg, carries 0.613; number 2, C, carries -0.108; number 3, C, carries -0.083; number 4, C, carries -0.016; number 5, C, carries -0.214


[4]
This record from the OMol25 dataset describes a single C7H6F3N3 molecule. The level of theory is wB97M-V/def2-TZVPD.

```
19
Properties=species:S:1:pos:R:3
H -0.2032 -2.6104 2.2736
N -0.4565 -2.7476 1.2571
C -0.5388 -1.5933 0.7161
C -1.1850 -1.1786 -0.4843
F -2.0846 -1.9615 -1.2168
C -1.0965 0.1007 -0.9784
F -1.6992 0.5497 -2.0110
N -0.1896 0.9542 -0.4211
C 0.1535 2.1037 -1.2444
C 0.8413 0.3946 0.4790
C 1.8398 -0.4185 -0.1161
N 2.6543 -1.0400 -0.6158
C -0.0220 -0.4006 1.4401
F 0.7873 -0.7340 2.5380
H 1.0015 2.5440 -0.7374
H 0.6342 1.6015 -2.1341
H -0.7028 2.8027 -1.3344
H 1.1614 1.3081 0.9336
H -0.8948 0.3253 1.6562
```

Output
HOMO: -8.73 eV
SMILES: [H]/N=C1/C(F)=C(F)N(C)[C@H](C#N)[C@@H]1F
relative energy (zero: lowest compared OMol25 entry of this formula, charge and spin): 34.93 kcal per mole
charge: 0
LUMO energy: 0.2 eV

Löwdin atomic charge list, values in e, 5 entries: number 1, H, carries 0.085; number 2, N, carries 0.186; number 3, C, carries -0.327; number 4, C, carries -0.109; number 5, F, carries 0.038